{"formula": "C2H10NS", "method": "ωB97M-V/def2-TZVPD", "orbital_gap_ev": 9.25, "energy_ev": -14554.23253, "molar_mass_g_mol": 80.18, "homo_ev": -13.27, "total_charge": 1, "e_above_lowest_ev": 0.832, "symbols": ["N", "H", "H", "H", "H", "C", "C", "S", "H", "H", "H", "H", "H", "H"], "coordinates": [[0.812, -0.238, -2.137], [0.359, -1.185, -2.324], [1.818, -0.285, -1.829], [0.247, 0.167, -1.404], [0.666, 0.349, -3.010], [0.509, 0.204, 1.418], [-0.915, -0.359, 1.499], [-1.698, 0.321, -0.093], [0.960, -0.013, 0.439], [0.584, 1.254, 1.572], [1.234, -0.274, 2.141], [-1.546, 0.023, 2.333], [-1.022, -1.509, 1.358], [-2.009, 1.546, 0.038]], "forces_ev_per_a": [[0.319, -0.914, -1.982], [1.115, 1.219, 0.272], [-1.223, -0.147, -0.691], [-0.929, 0.662, 1.029], [0.542, -0.785, 1.198], [1.340, -2.121, 1.061], [-0.566, 0.363, -1.208], [0.102, -3.287, -0.609], [-0.223, 0.011, 0.334], [-0.308, 0.867, 0.129], [-0.919, 0.405, -0.441], [0.726, -0.560, -0.464], [0.262, 2.136, 0.395], [-0.238, 2.151, 0.975]]}

{"formula": "C2H10NS2", "method": "ωB97M-V/def2-TZVPD", "orbital_gap_ev": 7.54, "energy_ev": -25388.05367, "molar_mass_g_mol": 112.24, "homo_ev": -12.83, "total_charge": 1, "e_above_lowest_ev": 2.461, "symbols": ["C", "N", "H", "H", "H", "H", "H", "H", "C", "S", "S", "H", "H", "H", "H"], "coordinates": [[2.684, -0.443, 0.949], [2.229, 0.729, 0.179], [3.442, -1.085, 0.532], [1.838, -1.179, 0.945], [2.930, -0.097, 1.951], [2.845, 1.563, 0.333], [2.196, 0.513, -0.822], [1.281, 0.919, 0.576], [-2.233, -0.652, -1.560], [-0.788, -0.870, -0.513], [-0.813, 0.935, 0.654], [-2.327, 0.421, -1.818], [-2.124, -1.034, -2.578], [-3.187, -0.893, -1.095], [-1.280, 1.807, 1.573]], "forces_ev_per_a": [[-1.066, -1.701, 0.688], [1.468, 0.487, -0.027], [0.845, 0.749, -0.473], [0.350, 0.941, 0.517], [-0.046, -0.365, -0.065], [-0.644, -0.881, -0.302], [-0.330, 0.321, 0.213], [-0.425, 0.487, -0.633], [-0.521, 1.846, -0.745], [-1.627, -0.010, 0.917], [2.778, 1.240, -1.771], [0.305, -0.230, 0.466], [0.277, -0.850, 0.413], [0.296, -0.618, 0.047], [-1.661, -1.416, 0.757]]}

{"formula": "C2H10O2", "method": "ωB97M-V/def2-TZVPD", "orbital_gap_ev": 10.86, "energy_ev": -6329.98304, "molar_mass_g_mol": 66.10, "homo_ev": -10.30, "e_above_lowest_ev": 1.268, "symbols": ["C", "C", "H", "H", "H", "H", "H", "H", "O", "H", "H", "O", "H", "H"], "coordinates": [[0.314, 1.293, -0.924], [-0.026, 1.507, 0.477], [1.263, 0.622, -0.935], [0.554, 2.174, -1.584], [-0.481, 0.860, -1.509], [0.809, 1.793, 1.088], [-0.809, 2.464, 0.528], [-0.484, 0.642, 1.219], [-1.706, -1.029, 0.619], [-1.870, -1.272, 1.581], [-0.992, -1.645, 0.331], [0.757, -2.601, -0.251], [1.447, -2.985, -0.828], [1.225, -1.823, 0.190]], "forces_ev_per_a": [[2.310, -1.381, -2.132], [-3.618, 1.989, 3.947], [-1.569, 0.817, -0.557], [0.076, -0.319, 1.344], [-0.274, -0.780, 0.055], [0.724, 0.639, -0.007], [1.800, -2.512, 0.237], [0.847, 1.957, -2.865], [0.153, -1.298, 1.659], [0.283, 0.369, -1.923], [-0.748, 0.417, 0.164], [1.480, 1.342, 0.587], [-0.610, 0.265, 0.387], [-0.855, -1.505, -0.898]]}

{"formula": "C2H10O2S2", "method": "ωB97M-V/def2-TZVPD", "orbital_gap_ev": 4.05, "energy_ev": -27996.39815, "molar_mass_g_mol": 130.23, "homo_ev": -9.06, "e_above_lowest_ev": 5.721, "symbols": ["C", "C", "S", "S", "H", "H", "H", "H", "H", "H", "H", "H", "O", "H", "H", "O"], "coordinates": [[-1.278, 1.439, 0.823], [-1.466, -0.017, 1.285], [-2.044, -1.104, -0.021], [1.579, 0.436, 0.595], [-0.783, 1.530, -0.202], [-0.582, 1.913, 1.520], [-2.251, 1.969, 0.649], [-2.318, -0.030, 1.901], [-0.565, -0.499, 1.668], [2.624, -0.381, 0.926], [2.269, 0.643, -1.666], [1.705, -0.672, -2.046], [2.277, -0.019, -2.399], [-0.424, -1.853, -1.271], [0.757, -1.534, -0.423], [0.498, -1.822, -1.338]], "forces_ev_per_a": [[0.440, 0.188, -1.660], [-0.327, 0.904, -3.689], [0.167, 0.514, 0.726], [0.185, -0.730, 0.615], [-0.475, -0.472, 1.318], [-0.559, 0.437, 0.026], [0.796, -0.455, 0.742], [-0.764, -0.531, 1.927], [0.649, -0.098, 0.679], [-0.375, 0.403, -0.112], [0.165, -0.401, -0.959], [-1.144, -1.299, 0.156], [1.173, 1.971, 0.347], [-2.524, -0.156, -0.416], [0.018, -0.198, -1.032], [2.575, -0.076, 1.331]]}